ORCA calculation (ωB97M-V with the def2-TZVPD basis set) on C24H29Cl2N4O10Rb as an isolated structure.

```
! RIJCOSX wB97M-V def2-TZVPD def2/J DEFGRID3
* xyz -2 1
O -0.5517 1.3847 4.2936
C -2.5221 -1.2093 -2.4636
C 1.8979 4.0438 1.2143
H -4.3008 -2.2877 -7.3519
H -0.4518 0.4701 3.9886
N 2.7926 -3.3284 0.3233
H -5.3010 -0.8527 -3.4184
H 2.6932 4.7987 1.1543
H 3.4343 2.5367 1.3061
C 2.4113 -2.2729 -0.4485
H 3.6955 0.8938 -3.8285
H 2.8466 3.0944 2.8727
H -1.9238 -2.6198 -6.6373
C -3.2676 -1.4323 -3.7657
O 2.1246 -1.1916 0.0074
H 2.7885 -4.2583 -0.0509
N 1.3213 2.0330 -1.7469
H 3.5814 -4.2415 -2.0087
H 0.7769 1.9065 2.0378
H 1.6604 -3.2881 1.9522
C 3.9439 2.5565 -2.4731
C -2.6696 -2.2392 -5.9501
H 2.5285 -3.7079 -3.3554
O -0.8888 2.2121 1.7110
H 1.3521 0.4986 -3.1131
H -5.9635 -1.4169 -5.7687
O 1.7253 1.6585 1.9070
N -1.2087 -1.5418 -2.6185
H -1.9529 3.0755 5.6751
H -3.8824 1.1589 4.0025
H 1.1341 4.4456 1.8859
H 1.7907 -4.3978 -1.9217
C -4.5820 -1.2392 -4.1297
C 2.6214 -3.7859 -2.2804
C 2.5249 2.8070 1.8580
O 2.5242 -2.4599 -1.7822
C -1.0202 -1.9836 -3.8899
C -3.9970 -2.0503 -6.3387
O -0.7059 -1.5209 3.2804
C -1.9637 2.0990 2.3725
Rb -0.7328 -0.1466 0.4324
H 1.0771 4.8595 -0.5861
H -1.2167 3.8772 4.2735
C -2.9055 0.8608 4.3799
C 1.9341 1.3062 -2.6798
H -2.9754 3.6305 4.3209
O -3.0622 -0.7879 -1.4527
O 0.0165 -2.3665 -4.4200
Cl -1.7714 -3.2951 5.5784
C -2.0113 3.1993 4.5905
H 2.9752 -2.3333 1.9883
N 2.6603 -3.2640 1.7296
H 3.8262 4.1363 -1.0145
O -0.1967 -3.4429 2.2215
H 4.9723 2.7620 -2.7501
H 0.2531 3.4094 -0.0315
H -0.2009 -4.5596 4.3797
C 1.2345 3.8612 -0.1616
C 3.3111 3.3203 -1.5078
C -0.3180 -3.4983 4.5596
O -3.1113 2.1958 1.9197
C -4.9398 -1.5565 -5.4410
C -0.4329 -2.7230 3.2094
C -2.3343 -1.9197 -4.6526
C 1.9923 3.0294 -1.1631
Cl 1.1364 -2.9677 5.4552
C 3.2419 1.5295 -3.0808
H -2.6766 -0.1437 4.0204
C -1.8420 1.8464 3.9083
H -2.9195 0.8338 5.4736
*
```

Energy above the lowest of the compared OMol25 structures with the same formula, charge and spin, kJ/mol: 67.2
Max |F|, eV/Å: 0.582
HOMO, eV: -3.10

What are the Mulliken partial charges on each atom? They are as follows, in elementary charge units:
1. O -0.60
2. C 0.15
3. C -0.69
4. H 0.36
5. H 0.29
6. N 0.02
7. H 0.48
8. H 0.49
9. H 0.38
10. C 0.55
11. H 0.39
12. H 0.24
13. H 0.46
14. C 0.03
15. O -0.42
16. H 0.26
17. N -0.20
18. H 0.37
19. H 0.37
20. H 0.44
21. C -0.44
22. C -0.32
23. H 0.20
24. O -0.41
25. H 0.33
26. H 0.36
27. O -0.36
28. N -0.08
29. H 0.42
30. H 0.33
31. H 0.32
32. H 0.34
33. C -0.36
34. C -0.87
35. C -0.75
36. O -0.21
37. C 0.14
38. C -0.39
39. O -0.30
40. C -0.03
41. Rb 0.49
42. H 0.39
43. H 0.34
44. C -1.44
45. C -0.10
46. H 0.35
47. O -0.73
48. O -0.74
49. Cl -0.22
50. C -1.91
51. H 0.35
52. N -0.97
53. H 0.34
54. O -0.84
55. H 0.39
56. H 0.09
57. H 0.30
58. C -0.44
59. C -0.47
60. C 0.14
61. O -0.80
62. C -0.39
63. C 0.26
64. C 0.07
65. C 0.35
66. Cl -0.22
67. C -0.58
68. H 0.28
69. C 2.08
70. H 0.34



ORCA calculation (ωB97M-V with the def2-TZVPD basis set) on C24H29Cl2NOPdS3 as an isolated structure.

```
! RIJCOSX wB97M-V def2-TZVPD def2/J DEFGRID3
* xyz 2 1
C 0.5763 -10.1362 2.2967
C 2.0508 -3.7229 1.3459
Pd 1.1933 0.6722 0.3983
C 0.4971 0.0593 3.4504
H -2.9455 0.3621 -1.3216
N 0.6053 3.1964 -3.2714
H 1.4604 -10.7280 2.0654
H 3.0864 -5.8640 3.7602
H -1.6804 -2.6630 2.9192
C 2.3097 -6.4400 1.8440
H -2.9897 -2.7364 0.3935
H 1.3150 -0.6482 3.5555
H 3.6521 3.3580 0.1847
H -2.0901 2.2642 2.4258
C -0.1185 -0.0278 2.0922
S 2.4876 -8.1628 2.1803
C -0.6867 -2.5901 2.4503
H 1.9125 2.9337 -4.8862
C 1.8179 -6.0070 0.6137
H -2.7581 -1.8416 -1.1029
S 0.5270 2.7233 -0.6663
C 0.7682 -8.6863 1.9619
H -0.4225 0.9853 -4.9329
C -1.7151 0.2075 0.4162
C 0.5924 1.2171 -4.6190
Cl 3.2196 2.3207 2.2495
C 0.6409 2.3068 -2.3016
C 1.6084 -1.1528 0.9690
H -0.5985 -3.4866 1.8305
H -2.3546 1.9224 -0.6791
H 0.2250 3.2351 -5.3377
C -0.6943 -1.3703 1.6307
S 0.7881 0.6883 -2.8810
H 5.0492 2.3781 0.7729
C -2.2459 -2.2334 -0.2271
C 2.5747 -4.1620 2.5676
C 1.6840 -4.6568 0.3655
C -1.5548 -1.1490 0.5316
H 1.2967 0.6661 -5.2356
O -0.0988 -7.9301 1.6303
C -2.6988 0.9222 -0.4217
H -1.2237 3.0601 1.1263
H 0.3853 -10.2175 3.3682
C -1.1254 2.3150 1.9108
H 1.3072 -4.3127 -0.5892
H 0.0721 -2.5948 3.2232
H 0.5752 4.1844 -3.0584
H 1.5431 -6.7305 -0.1400
H -0.2650 -0.1639 4.2029
H 0.8786 1.0587 3.6522
H -0.3830 2.6497 2.6335
C 1.8368 -2.3410 1.1148
H 2.8735 -3.4435 3.3200
H -1.5321 -2.9867 -0.5634
C 0.8734 2.7195 -4.6329
C -0.8131 0.9474 1.4001
H -0.2881 -10.5109 1.7535
H -3.6298 1.0371 0.1463
C 3.9720 2.4469 0.6751
Cl 3.5090 1.0770 -0.4122
C 2.6996 -5.5163 2.8119
*
```

Energy above the lowest of the compared OMol25 structures with the same formula, charge and spin, kJ/mol: 29.6
Max |F|, eV/Å: 1.304
HOMO, eV: -13.08

What are the Mulliken partial charges on each atom? They are as follows, in elementary charge units:
1. C -1.11
2. C 0.40
3. Pd 0.29
4. C -1.46
5. H 0.44
6. N -0.22
7. H 0.38
8. H 0.45
9. H 0.45
10. C 0.22
11. H 0.34
12. H 0.29
13. H 0.30
14. H 0.38
15. C 0.66
16. S -0.21
17. C -1.70
18. H 0.30
19. C -0.57
20. H 0.41
21. S -0.37
22. C 0.77
23. H 0.32
24. C 1.58
25. C -0.53
26. Cl -0.05
27. C 0.60
28. C -1.10
29. H 0.45
30. H 0.34
31. H 0.34
32. C 2.00
33. S 0.03
34. H 0.40
35. C -1.62
36. C -0.33
37. C -0.36
38. C -0.44
39. H 0.42
40. O -0.50
41. C -2.04
42. H 0.33
43. H 0.30
44. C -1.11
45. H 0.51
46. H 0.41
47. H 0.26
48. H 0.48
49. H 0.35
50. H 0.41
51. H 0.40
52. C 0.51
53. H 0.55
54. H 0.32
55. C -0.62
56. C -0.65
57. H 0.32
58. H 0.39
59. C -0.37
60. Cl 0.01
61. C -0.74



ORCA calculation (ωB97M-V with the def2-TZVPD basis set) on one molecule with the formula C24H29FN2O3.

```
! RIJCOSX wB97M-V def2-TZVPD def2/J DEFGRID3
* xyz 0 1
H 6.2943 1.3892 0.3234
H 0.6123 -2.7772 -1.1500
H 0.9919 3.1963 -1.2384
C -0.8399 -2.4221 0.9340
C 3.2365 0.1643 -0.4746
H -0.8894 0.8654 -3.6533
C 2.4667 0.8366 0.4687
H -2.6301 1.8197 2.7321
O 0.3120 -0.5497 -1.9180
H 0.2386 2.1702 -3.2608
C -2.1835 3.2506 0.0462
C 0.2125 2.7488 -0.6074
C 4.6049 0.3575 -0.5330
H -2.3469 -0.7305 3.4540
O -2.8079 4.2475 0.3400
H -1.0762 -4.6578 -1.0580
C 4.4512 1.8870 1.2789
H 2.3474 -4.7171 0.4459
H -0.5197 -2.3353 3.0397
C -2.9173 -0.5917 1.3934
H 0.3711 -5.1131 -1.9655
C 0.0922 0.6389 -1.7804
C 5.2290 1.2248 0.3481
C -1.1687 3.2215 -1.1022
H -2.4339 1.6403 -1.8832
C -0.0082 -4.8480 -0.9825
H 0.1434 -5.6856 -0.3054
H -1.4690 -2.3221 -1.1273
H -4.5994 0.5664 0.7550
C -2.1478 -1.0727 2.4485
H 2.5166 2.2467 2.1005
H 2.7213 -3.0231 0.1188
F 5.0433 2.7368 2.1443
H -3.9006 2.6756 1.8287
C -1.6402 -1.9869 -0.1183
H 0.5446 1.0106 1.4226
C 0.7284 -3.6176 -0.4545
C 0.9738 0.6358 0.4894
H 5.1930 -0.1722 -1.2666
H 0.3783 3.0965 0.4140
C -3.9279 0.5001 1.6124
N 0.3314 1.3085 -0.6281
H 0.7429 -0.4275 0.3910
H -1.0677 4.2544 -1.4453
N -2.2985 2.0757 0.6906
C 3.0816 1.7109 1.3530
C -1.1280 -1.9714 2.2266
H 2.6620 -4.1855 -1.2145
C 2.2151 -3.9055 -0.2651
H -1.7566 1.2790 0.3874
C -3.1992 1.8395 1.7943
H -4.5237 0.3037 2.5048
O 0.2297 -3.2459 0.8302
C -2.6530 -1.0739 0.1196
H -3.2536 -0.7351 -0.7138
H 2.7513 -0.5111 -1.1625
C -0.5281 1.5086 -2.8507
C -1.6701 2.3292 -2.2511
H -2.1320 2.9422 -3.0252
*
```

Energy above the lowest of the compared OMol25 structures with the same formula, charge and spin, kJ/mol: 3.7
Structure (SMILES): CC(C)Oc1ccc(CCNC(=O)[C@@H]2CCC(=O)N(Cc3cccc(F)c3)C2)cc1
Max |F|, eV/Å: 0.666
HOMO, eV: -8.36

What are the Mulliken partial charges on each atom? They are as follows, in elementary charge units:
1. H 0.45
2. H -0.15
3. H 0.44
4. C 0.02
5. C -0.39
6. H 0.48
7. C 0.26
8. H 0.32
9. O -0.56
10. H 0.37
11. C 0.31
12. C -1.24
13. C -0.90
14. H 0.45
15. O -0.72
16. H 0.35
17. C 0.16
18. H 0.38
19. H 0.47
20. C 0.25
21. H 0.40
22. C 0.70
23. C -0.51
24. C 0.31
25. H 0.31
26. C -1.52
27. H 0.34
28. H 0.42
29. H 0.30
30. C -0.34
31. H 0.46
32. H 0.37
33. F -0.33
34. H 0.49
35. C 0.14
36. H 0.72
37. C 1.36
38. C -0.24
39. H 0.42
40. H 0.43
41. C -1.18
42. N 0.70
43. H -0.64
44. H 0.44
45. N 0.43
46. C -0.27
47. C -0.53
48. H 0.38
49. C -1.60
50. H -0.48
51. C -0.85
52. H 0.43
53. O -0.44
54. C -0.50
55. H 0.20
56. H 0.58
57. C -1.38
58. C -0.64
59. H 0.37



ORCA calculation (ωB97M-V with the def2-TZVPD basis set) on C24H29I2N3PPtS as an isolated structure.

```
! RIJCOSX wB97M-V def2-TZVPD def2/J DEFGRID3
* xyz 1 1
C -4.1759 -0.0561 -3.0814
C -3.4129 0.1400 2.0486
C -4.5522 -0.6609 2.0024
H -2.3623 -2.6133 2.5653
H -4.0117 1.7439 -1.9329
H -1.9002 1.0030 3.2930
C -2.7779 3.7126 0.1249
C -5.5038 3.9869 0.6168
H 1.1023 -0.5411 5.8003
H -5.2122 6.0615 0.1644
H 2.4913 -1.1686 2.3725
C -5.0573 -1.2199 3.1686
H -4.2181 -1.9948 -3.9947
P -2.7564 0.9945 0.5917
C 0.0886 -1.8314 3.1311
H -5.5000 1.8851 1.0226
C 0.5100 -0.2411 4.9349
H -4.8342 -1.4049 5.2919
H 0.6700 0.8235 4.7589
C -3.5407 2.6057 0.4847
C -3.8427 0.6748 -1.9500
H -3.2238 -3.1356 -2.0375
H 0.6747 -2.8020 5.4259
C -3.9571 -1.4253 -3.1124
H -4.6059 0.4448 -3.9382
Pt 0.1048 -0.0213 0.4962
C -2.7795 0.3698 3.2700
H -2.7928 5.8177 -0.2672
H 1.9581 0.5044 2.6349
H 2.8753 -0.3484 3.8975
H -1.6377 -4.2126 2.8625
C 1.7900 -0.1710 -3.4877
N -1.1846 1.2764 0.8213
C -0.3736 -3.0073 5.2303
C -4.4293 -0.9795 4.3822
H -6.5621 4.0964 0.8120
C -3.2887 -0.1868 4.4324
H -0.5449 -0.4006 5.1387
H -2.6135 -1.8436 -0.0344
C -4.9049 2.7434 0.7329
H -0.9911 -2.5086 5.9787
C -3.2892 0.0370 -0.8428
C 2.1275 -0.4627 3.1120
C -3.3833 4.9549 0.0106
C -4.7425 5.0909 0.2540
H 2.3792 -1.0304 -3.7783
H -1.7169 3.5958 -0.0542
S 0.0439 -2.0708 1.4033
N 0.9029 -0.9583 3.7267
C -1.8997 -3.2531 3.3109
H -5.9457 -1.8364 3.1302
C -3.3994 -2.0680 -2.0119
H -5.0480 -0.8490 1.0573
H -0.5363 -4.0819 5.3049
H -2.8138 0.0166 5.3850
N -0.7211 -2.5930 3.8731
I -0.1576 -0.8461 -2.9935
H 1.7030 0.5384 -4.3001
C -3.0631 -1.3394 -0.8831
H -2.6063 -3.4161 4.1220
I 2.8286 0.7994 -1.9096
*
```

Energy above the lowest of the compared OMol25 structures with the same formula, charge and spin, kJ/mol: 95.2
Max |F|, eV/Å: 0.278
HOMO, eV: -10.43

What are the Mulliken partial charges on each atom? They are as follows, in elementary charge units:
1. C -0.68
2. C 0.44
3. C -0.03
4. H 0.16
5. H 0.39
6. H 0.50
7. C -0.27
8. C -0.75
9. H 0.35
10. H 0.40
11. H 0.44
12. C -0.83
13. H 0.39
14. P 1.61
15. C 0.50
16. H 0.36
17. C -1.06
18. H 0.47
19. H 0.39
20. C -0.30
21. C -0.71
22. H 0.43
23. H 0.41
24. C -0.55
25. H 0.43
26. Pt 1.28
27. C -0.51
28. H 0.41
29. H 0.39
30. H 0.36
31. H 0.37
32. C -0.84
33. N -1.27
34. C -1.21
35. C -0.69
36. H 0.42
37. C -0.67
38. H 0.19
39. H 0.17
40. C -0.25
41. H 0.35
42. C 0.53
43. C -1.26
44. C -0.72
45. C -0.43
46. H 0.37
47. H 0.44
48. S -0.50
49. N 0.21
50. C -1.03
51. H 0.44
52. C -0.77
53. H 0.47
54. H 0.44
55. H 0.54
56. N 0.22
57. I 0.16
58. H 0.35
59. C 0.02
60. H 0.46
61. I 0.08